Below is a cluster of 10 separate species, C50H109F3N2O23 in total in a non-equilibrium geometry, with properties calculated with ωB97M-V/def2-TZVPD.

CARTESIAN COORDINATES (ANGSTROEM)
C (29.3386, -4.9499, -12.6100)
C (28.4234, -4.1429, -13.5021)
N (27.6824, -3.6135, -14.2200)
H (29.9587, -5.6534, -13.1656)
H (28.7509, -5.5134, -11.8853)
H (30.0091, -4.2492, -12.1124)
C (26.2760, 1.2291, -1.3528)
C (26.7311, 1.3638, -2.7396)
N (27.0543, 1.4966, -3.8507)
H (26.6177, 2.0504, -0.7229)
H (26.6961, 0.3226, -0.9169)
H (25.1897, 1.1687, -1.2869)
C (33.1978, -4.9860, -16.0761)
O (34.3930, -4.3971, -15.6267)
C (34.8750, -3.2634, -16.3647)
C (34.0847, -2.0028, -16.1516)
O (34.6632, -0.8641, -16.8904)
C (34.2153, 0.3702, -16.3905)
C (34.6946, 1.6020, -17.1803)
O (36.0016, 2.0630, -16.7517)
C (36.5861, 3.1428, -17.3510)
H (32.9209, -5.8484, -15.4697)
H (33.1558, -5.2256, -17.1386)
H (32.3843, -4.3220, -15.7838)
H (35.1187, -3.5194, -17.3958)
H (35.8682, -2.9955, -16.0041)
H (34.1237, -1.7853, -15.0842)
H (33.0546, -2.1381, -16.4813)
H (34.4948, 0.4881, -15.3435)
H (33.1505, 0.2098, -16.5597)
H (34.0381, 2.4669, -17.0854)
H (34.8250, 1.3680, -18.2369)
H (36.8716, 2.9139, -18.3778)
H (37.5464, 3.3284, -16.8698)
H (36.0331, 4.0776, -17.4423)
C (21.4222, -10.0010, -8.3704)
O (22.7961, -9.5259, -8.2519)
C (23.1813, -8.6010, -7.2770)
C (24.5080, -7.9215, -7.6685)
O (24.8588, -6.8373, -6.8903)
C (26.0640, -6.1496, -7.3646)
C (26.5743, -5.0443, -6.4140)
O (26.9455, -5.7508, -5.1641)
C (27.5366, -4.8613, -4.1951)
H (21.4925, -10.7377, -9.1707)
H (20.6123, -9.2966, -8.5604)
H (21.1288, -10.6328, -7.5320)
H (23.1746, -8.9966, -6.2614)
H (22.4586, -7.8088, -7.0816)
H (24.5289, -7.7311, -8.7415)
H (25.2973, -8.6563, -7.5099)
H (25.9915, -5.7199, -8.3636)
H (26.8665, -6.8869, -7.3868)
H (25.7601, -4.3635, -6.1656)
H (27.4540, -4.5564, -6.8339)
H (28.4664, -4.5054, -4.6388)
H (27.6699, -5.3739, -3.2424)
H (26.9074, -3.9805, -4.0674)
C (26.8362, -0.9878, -5.8790)
O (27.6854, -1.3086, -7.0469)
C (27.0031, -1.4118, -8.2820)
C (28.1061, -1.8133, -9.3360)
O (28.5119, -0.6553, -10.0867)
C (29.7811, -0.7066, -10.8222)
C (29.7438, 0.2957, -11.9637)
O (30.9869, 0.1977, -12.6478)
C (31.2382, 0.9394, -13.8511)
H (25.9136, -0.4512, -6.1003)
H (27.5493, -0.5043, -5.2113)
H (26.5145, -1.9458, -5.4704)
H (26.5771, -0.5208, -8.7433)
H (26.3077, -2.2482, -8.2127)
H (27.7825, -2.6277, -9.9841)
H (28.9826, -2.1757, -8.7990)
H (29.9550, -1.6177, -11.3948)
H (30.6350, -0.5092, -10.1741)
H (29.4073, 1.2825, -11.6460)
H (28.9446, 0.0466, -12.6618)
H (30.9982, 1.9790, -13.6281)
H (30.7476, 0.6133, -14.7682)
H (32.2918, 0.8730, -14.1225)
C (30.1170, 2.2619, 4.4834)
O (30.0859, 2.2654, 3.0876)
C (29.1058, 2.9210, 2.3689)
C (29.1551, 2.7976, 0.8939)
O (28.6717, 1.5229, 0.4627)
C (29.6648, 0.4992, 0.4057)
C (30.1394, 0.0528, -0.9965)
O (29.1656, -0.8200, -1.5399)
C (29.3108, -1.0307, -2.9340)
H (29.6857, 1.3259, 4.8383)
H (29.5908, 3.1388, 4.8607)
H (31.1389, 2.3345, 4.8555)
H (29.1647, 3.9863, 2.5918)
H (28.0975, 2.5930, 2.6214)
H (30.1481, 2.9229, 0.4624)
H (28.5570, 3.5047, 0.3192)
H (29.1658, -0.3567, 0.8602)
H (30.5616, 0.7886, 0.9534)
H (31.1864, -0.2435, -1.0608)
H (30.0833, 0.8835, -1.6999)
H (28.3203, -1.2516, -3.3318)
H (30.0119, -1.8499, -3.0931)
H (29.8002, -0.2388, -3.5009)
C (33.2818, -2.1375, -12.3869)
O (34.7217, -2.1356, -12.6995)
C (35.6240, -2.6075, -11.6375)
C (37.0921, -2.4435, -12.1286)
O (38.1447, -2.4984, -11.1343)
C (38.1426, -3.6153, -10.2669)
C (39.4098, -3.7599, -9.4753)
O (39.8754, -2.5138, -8.9020)
C (39.1926, -2.0636, -7.7372)
H (32.6579, -1.5909, -13.0942)
H (33.0781, -1.6410, -11.4381)
H (33.0135, -3.1939, -12.3771)
H (35.4019, -3.6399, -11.3673)
H (35.3290, -1.9774, -10.7985)
H (37.3077, -1.5488, -12.7127)
H (37.2251, -3.2576, -12.8412)
H (38.0255, -4.4814, -10.9183)
H (37.2769, -3.6563, -9.6057)
H (40.1032, -4.3436, -10.0807)
H (39.1716, -4.4105, -8.6339)
H (38.9742, -2.8175, -6.9808)
H (38.3588, -1.3938, -7.9475)
H (39.8901, -1.3732, -7.2630)
C (31.5704, 4.7674, -18.0128)
O (30.5509, 3.9390, -17.3692)
C (30.2645, 4.1871, -16.0085)
C (28.9550, 3.5009, -15.6392)
O (28.9911, 2.1494, -16.1114)
C (27.9406, 1.3319, -15.6498)
C (27.6648, 0.0967, -16.5909)
O (27.2906, 0.4202, -17.9170)
C (27.1760, -0.6133, -18.9010)
H (31.2771, 5.8172, -18.0114)
H (31.7440, 4.5434, -19.0653)
H (32.4578, 4.7950, -17.3804)
H (30.1384, 5.2666, -15.9255)
H (31.1876, 3.9566, -15.4766)
H (28.1271, 4.0643, -16.0696)
H (28.7620, 3.6144, -14.5724)
H (26.9786, 1.8420, -15.6999)
H (28.0029, 0.9757, -14.6215)
H (26.9028, -0.5239, -16.1195)
H (28.5725, -0.4935, -16.7167)
H (26.7938, -1.5749, -18.5585)
H (28.1886, -0.6920, -19.2967)
H (26.4409, -0.4415, -19.6872)
C (34.8858, 1.1990, -9.5964)
O (35.2696, 2.2917, -10.4180)
C (34.8535, 2.0493, -11.7257)
C (35.1345, 3.3463, -12.5770)
O (34.0377, 4.2617, -12.2030)
C (34.2227, 5.5369, -12.9003)
C (33.1324, 6.5103, -12.5368)
O (33.2959, 6.7532, -11.1307)
C (32.5439, 7.8213, -10.6162)
H (33.8571, 0.8591, -9.7165)
H (35.1415, 1.5100, -8.5835)
H (35.4927, 0.3608, -9.9389)
H (33.7828, 1.8458, -11.7455)
H (35.3996, 1.2213, -12.1776)
H (35.0982, 3.1256, -13.6438)
H (36.0659, 3.8209, -12.2682)
H (34.0604, 5.2937, -13.9503)
H (35.1209, 6.1253, -12.7126)
H (32.1442, 6.1428, -12.8133)
H (33.3313, 7.2404, -13.3214)
H (32.5407, 8.7242, -11.2268)
H (32.7705, 8.1841, -9.6137)
H (31.4899, 7.5517, -10.6839)
C (25.5441, 3.1245, -7.5520)
C (25.0838, 1.8045, -8.1487)
O (23.7032, 1.6999, -8.1849)
C (23.0625, 0.5926, -8.6064)
O (23.5942, -0.4362, -8.9620)
C (21.5450, 0.7702, -8.5968)
F (21.0998, 1.2320, -9.7524)
F (21.0771, -0.4358, -8.2903)
F (21.3617, 1.6259, -7.5950)
H (25.4923, 3.0833, -6.4640)
H (24.9926, 3.9174, -8.0572)
H (26.6138, 3.1188, -7.7612)
H (25.3585, 0.9743, -7.4980)
H (25.4185, 1.6335, -9.1718)

Computed properties:
Total charge ... +1
⟨S²⟩ ... 0.755
Multiplicity ... 2
Maximum force ... 3.4 eV Å⁻¹
Kohn-Sham gap (spin up / spin down) ... 8.3 / 1.8 eV